This record from OMol25 describes an isolated molecule of CH3ClF2Si in a non-equilibrium geometry. The level of theory is the ωB97M-V functional and the def2-TZVPD basis.

Positions of all 8 atoms, in Å:
F (1.35, -0.31, -1.38)
C (1.10, 0.15, -0.13)
F (1.42, 1.45, -0.07)
Si (-1.10, -0.08, 0.12)
Cl (1.88, -0.80, 1.04)
H (-1.26, -0.87, 1.25)
H (-1.74, -0.79, -1.14)
H (-1.64, 1.25, 0.31)

Results
ΔE to the lowest compared entry with this formula, charge and spin ... 0.2514 eV
LUMO energy ... 0.69 eV
SMILES ... FC(F)([SiH3])Cl
Electronic energy ... -989.26278 Ha

Löwdin atomic charge list, values in e, 4 entries: -0.041, -1.091, -0.019, 0.747


This record from OMol25 describes a structure of composition C31H43ClN8O6STi. The level of theory is the ωB97M-V functional and the def2-TZVPD basis.

Positions of all 91 atoms, in Å:
Ti (-0.53, -0.63, -0.05)
C (-3.08, 1.34, 0.18)
N (-2.82, -0.09, -0.06)
C (-3.44, -0.45, -1.36)
C (-3.48, -0.89, 1.01)
C (-2.61, -2.06, 1.45)
N (-1.25, -1.61, 1.85)
C (-1.36, -0.79, 3.08)
C (-0.44, -2.81, 2.14)
H (-4.16, 1.53, 0.19)
H (-2.64, 1.94, -0.62)
H (-2.66, 1.66, 1.13)
H (-4.50, -0.19, -1.35)
H (-3.35, -1.52, -1.53)
H (-2.94, 0.10, -2.16)
H (-4.43, -1.29, 0.65)
H (-3.71, -0.24, 1.85)
H (-2.50, -2.77, 0.64)
H (-3.08, -2.58, 2.29)
H (-1.94, -1.34, 3.83)
H (-1.85, 0.16, 2.88)
H (-0.37, -0.60, 3.51)
H (0.56, -2.52, 2.47)
H (-0.35, -3.42, 1.25)
H (-0.91, -3.39, 2.94)
O (6.19, 5.03, 2.51)
S (4.86, 4.71, 2.93)
O (4.53, 3.28, 2.81)
O (4.36, 5.32, 4.14)
C (3.80, 5.43, 1.63)
N (4.13, 6.56, 1.01)
C (3.34, 6.96, 0.02)
C (2.24, 6.24, -0.41)
C (1.96, 5.11, 0.33)
N (2.70, 4.73, 1.36)
C (0.98, 4.03, 0.07)
C (0.82, 3.43, -1.17)
C (0.39, 2.12, -1.22)
N (0.02, 1.44, -0.13)
C (0.02, 2.09, 1.06)
C (0.45, 3.38, 1.19)
H (3.61, 7.90, -0.46)
H (1.64, 6.56, -1.25)
H (1.18, 3.91, -2.07)
H (0.36, 1.57, -2.15)
H (-0.32, 1.53, 1.92)
H (0.53, 3.84, 2.17)
C (-3.65, -2.76, -5.00)
C (-3.94, -3.20, -3.59)
C (-5.22, -3.05, -3.06)
C (-5.52, -3.49, -1.79)
Cl (-7.10, -3.24, -1.14)
C (-4.57, -4.15, -1.02)
C (-3.29, -4.30, -1.53)
C (-2.97, -3.80, -2.78)
O (-1.66, -3.96, -3.21)
C (-0.94, -2.76, -3.37)
C (-0.80, -1.96, -2.09)
O (-0.91, -2.49, -0.95)
O (-0.55, -0.72, -2.15)
H (-4.56, -2.77, -5.59)
H (-2.93, -3.43, -5.48)
H (-3.25, -1.75, -5.04)
H (-5.99, -2.59, -3.66)
H (-4.83, -4.55, -0.05)
H (-2.51, -4.80, -0.97)
H (-1.36, -2.09, -4.13)
H (0.07, -3.04, -3.69)
C (4.15, 0.50, 2.94)
C (2.68, 0.78, 3.10)
N (1.94, -0.03, 2.12)
C (2.40, -0.39, 0.91)
N (1.54, -1.03, 0.09)
C (2.11, -1.66, -1.12)
C (3.61, -1.89, -1.01)
C (4.27, -0.59, -0.63)
N (3.67, -0.11, 0.61)
C (4.50, 0.73, 1.49)
H (4.39, -0.53, 3.23)
H (4.71, 1.20, 3.55)
H (2.50, 1.85, 2.96)
H (2.32, 0.49, 4.09)
H (0.99, -0.28, 2.31)
H (1.92, -1.03, -1.99)
H (1.60, -2.61, -1.29)
H (3.99, -2.26, -1.97)
H (3.82, -2.65, -0.25)
H (4.17, 0.16, -1.43)
H (5.33, -0.73, -0.45)
H (4.37, 1.79, 1.26)
H (5.54, 0.47, 1.30)

Results
ΔE to the lowest compared entry with this formula, charge and spin ... 0.0000 eV
LUMO energy (alpha / beta) ... -3.82 / -3.63 eV
Expectation value of S² ... 0.753
Multiplicity ... 2
Electronic energy ... -3804.32574 Ha
Charge ... +1

Löwdin atomic charge list, values in e, 4 entries: 1.149, -0.065, -0.286, -0.051


This record from OMol25 describes a structure of composition C35H39Cl2MnN5O3S2 in a non-equilibrium geometry. The level of theory is the ωB97M-V functional and the def2-TZVPD basis.

Positions of all 87 atoms, in Å:
Mn (-1.74, 1.03, -0.13)
C (2.26, 2.99, -0.40)
C (0.84, 2.75, -0.83)
O (0.33, 1.59, -0.87)
C (0.15, 3.87, -1.37)
C (0.73, 5.12, -1.64)
C (0.10, 6.19, -2.18)
C (-1.24, 6.07, -2.49)
C (-1.88, 4.87, -2.24)
C (-1.25, 3.77, -1.54)
O (-2.00, 2.99, -0.79)
H (2.78, 2.00, -0.35)
H (2.32, 3.47, 0.61)
H (2.86, 3.55, -1.11)
H (1.84, 5.21, -1.58)
H (0.77, 7.02, -2.53)
H (-1.74, 6.94, -2.86)
H (-2.94, 4.74, -2.57)
O (-3.30, 1.32, 1.20)
S (-4.51, 2.20, 1.65)
C (-5.80, 2.07, 0.29)
C (-6.39, 0.68, 0.39)
C (-6.50, 0.33, 1.93)
C (-5.40, 1.01, 2.71)
H (-5.32, 2.41, -0.64)
H (-6.53, 2.92, 0.51)
H (-5.74, -0.08, -0.09)
H (-7.37, 0.57, -0.11)
H (-6.37, -0.79, 2.00)
H (-7.47, 0.54, 2.38)
H (-4.62, 0.32, 3.06)
H (-5.61, 1.69, 3.55)
Cl (3.74, 1.65, -3.50)
C (3.10, 1.03, -5.05)
Cl (1.35, 0.76, -5.11)
H (3.62, 0.12, -5.39)
H (3.30, 1.83, -5.79)
C (-2.75, -0.58, -1.00)
C (-2.85, -0.61, -2.43)
C (-4.10, -0.26, -3.05)
C (-4.21, -0.38, -4.42)
C (-3.07, -0.92, -5.22)
C (-1.86, -1.24, -4.59)
C (-1.78, -1.07, -3.22)
H (-1.97, -1.35, -0.73)
H (-3.67, -0.85, -0.45)
H (-4.98, -0.02, -2.41)
H (-5.12, -0.08, -4.87)
H (-3.26, -0.87, -6.27)
H (-0.99, -1.59, -5.13)
H (-0.80, -1.32, -2.78)
S (4.67, 1.36, 4.89)
C (5.84, 1.97, 3.88)
N (6.64, 3.04, 4.23)
C (7.51, 3.47, 3.18)
C (7.35, 2.42, 2.08)
N (6.22, 1.62, 2.59)
H (6.65, 3.39, 5.19)
H (8.50, 3.65, 3.57)
H (7.17, 4.50, 2.82)
H (8.26, 1.75, 2.00)
H (7.11, 2.82, 1.07)
H (5.75, 0.87, 2.08)
N (1.92, -4.97, 0.99)
C (1.92, -6.33, 1.41)
C (2.46, -7.44, 0.84)
C (2.07, -8.67, 1.39)
C (1.11, -8.74, 2.45)
C (0.62, -7.60, 3.06)
C (0.99, -6.39, 2.50)
N (0.45, -5.17, 2.66)
C (1.03, -4.31, 1.80)
C (0.67, -2.93, 1.67)
C (1.24, -2.10, 0.67)
C (0.73, -0.82, 0.51)
N (-0.34, -0.36, 1.26)
C (-0.86, -1.15, 2.23)
C (-0.36, -2.41, 2.48)
H (2.39, -4.54, 0.25)
H (3.32, -7.36, 0.17)
H (2.45, -9.55, 0.91)
H (0.77, -9.72, 2.70)
H (-0.05, -7.57, 3.91)
H (2.08, -2.46, 0.11)
H (1.12, -0.11, -0.24)
H (-1.72, -0.79, 2.77)
H (-0.67, -3.00, 3.35)

Results
ΔE to the lowest compared entry with this formula, charge and spin ... 2.8126 eV
LUMO energy (alpha / beta) ... -0.35 / -0.38 eV
Expectation value of S² ... 8.759
Multiplicity ... 6
Electronic energy ... -4724.31198 Ha

Löwdin atomic charge list, values in e, 4 entries: 0.857, -0.028, -0.340, -0.083


This record from OMol25 describes a structure of composition C42H39N7P3ScTe in a non-equilibrium geometry. The level of theory is the ωB97M-V functional and the def2-TZVPD basis.

Positions of all 93 atoms, in Å:
Sc (15.26, 15.36, 8.19)
C (20.18, 17.66, 6.87)
N (19.21, 16.64, 7.10)
C (19.49, 15.29, 6.87)
C (18.38, 14.61, 7.38)
N (17.43, 15.49, 7.79)
C (17.95, 16.72, 7.64)
P (17.13, 18.27, 8.14)
C (16.36, 17.72, 9.71)
N (15.41, 16.73, 9.80)
C (14.94, 16.82, 11.09)
C (15.58, 17.76, 11.77)
N (16.56, 18.34, 10.93)
C (17.58, 19.31, 11.26)
C (15.68, 18.12, 7.11)
N (15.05, 16.96, 6.80)
C (14.28, 17.29, 5.70)
C (14.37, 18.57, 5.31)
N (15.26, 19.16, 6.24)
C (15.73, 20.55, 6.20)
H (21.23, 17.38, 7.14)
H (20.24, 17.92, 5.85)
H (20.00, 18.59, 7.46)
H (20.40, 14.76, 6.52)
H (18.16, 13.53, 7.50)
H (14.22, 16.09, 11.43)
H (15.47, 18.15, 12.78)
H (18.00, 19.26, 12.27)
H (18.32, 19.29, 10.48)
H (17.19, 20.35, 11.13)
H (13.69, 16.52, 5.19)
H (13.81, 19.11, 4.54)
H (16.70, 20.55, 6.74)
H (15.70, 20.99, 5.21)
H (15.08, 21.09, 6.87)
Te (12.31, 12.56, 5.54)
C (11.46, 10.68, 6.04)
C (11.91, 9.48, 5.42)
C (11.19, 8.32, 5.80)
N (10.17, 8.31, 6.61)
C (9.74, 9.43, 7.16)
C (10.27, 10.68, 6.82)
C (13.08, 13.13, 7.40)
P (12.28, 14.48, 8.19)
C (11.34, 14.05, 9.67)
C (10.67, 12.87, 9.64)
C (9.96, 12.44, 10.75)
C (10.13, 13.14, 11.96)
C (10.77, 14.39, 11.96)
C (11.30, 14.95, 10.76)
C (11.11, 15.33, 7.10)
C (11.09, 16.73, 6.99)
C (10.15, 17.31, 6.17)
C (9.25, 16.57, 5.47)
C (9.25, 15.18, 5.54)
C (10.14, 14.55, 6.44)
P (14.66, 12.64, 8.09)
C (15.59, 11.43, 7.14)
C (15.97, 10.18, 7.66)
C (16.85, 9.34, 6.94)
C (17.32, 9.69, 5.69)
C (17.07, 10.98, 5.25)
C (16.25, 11.87, 5.97)
C (14.53, 12.14, 9.79)
C (15.33, 12.72, 10.79)
C (15.02, 12.52, 12.13)
C (14.00, 11.62, 12.50)
C (13.27, 10.93, 11.52)
C (13.48, 11.23, 10.16)
H (12.80, 9.51, 4.79)
H (11.43, 7.34, 5.32)
H (8.92, 9.33, 7.88)
H (9.67, 11.59, 6.98)
H (10.64, 12.28, 8.73)
H (9.28, 11.55, 10.77)
H (9.82, 12.73, 12.98)
H (10.85, 14.96, 12.90)
H (11.72, 15.91, 10.61)
H (11.84, 17.27, 7.56)
H (10.16, 18.37, 5.91)
H (8.48, 17.03, 4.90)
H (8.48, 14.54, 5.00)
H (10.02, 13.52, 6.74)
H (15.51, 9.83, 8.58)
H (17.02, 8.33, 7.30)
H (17.72, 8.93, 5.01)
H (17.54, 11.40, 4.31)
H (16.09, 12.92, 5.72)
H (16.23, 13.33, 10.44)
H (15.60, 13.07, 12.91)
H (13.78, 11.49, 13.57)
H (12.46, 10.26, 11.85)
H (12.77, 10.99, 9.34)

Results
LUMO energy ... -6.02 eV
Electronic energy ... -4059.43070 Ha
Charge ... +2

Löwdin atomic charge list, values in e, 4 entries: 0.928, -0.026, -0.100, 0.020


This record from OMol25 describes a cluster of 5 separate species, C10H16Cl8NO5PS in total in a non-equilibrium geometry. The level of theory is the ωB97M-V functional and the def2-TZVPD basis.

Positions of all 42 atoms, in Å:
C (-2.38, -0.80, -1.34)
C (-1.54, -0.02, -1.78)
C (-0.24, 0.72, -2.30)
O (0.84, 0.41, -1.36)
P (1.39, 1.84, -0.64)
O (2.22, 2.53, -1.69)
O (0.14, 2.77, -0.06)
C (0.61, 4.09, 0.33)
C (1.03, 4.10, 1.88)
O (1.63, 5.36, 2.24)
O (2.44, 1.30, 0.61)
N (3.67, 1.92, 0.34)
C (4.55, 1.03, 0.59)
S (5.98, 0.30, 0.83)
H (-2.95, -1.75, -1.03)
H (-0.43, 1.83, -2.34)
H (0.05, 0.30, -3.32)
H (1.47, 4.48, -0.28)
H (-0.26, 4.82, 0.25)
H (1.71, 3.23, 2.12)
H (0.05, 3.99, 2.46)
H (1.11, 6.08, 1.82)
Cl (-0.58, -5.18, -1.01)
C (-2.27, -5.03, -1.49)
Cl (-2.68, -3.34, -1.85)
H (-2.44, -5.63, -2.38)
H (-2.90, -5.38, -0.68)
Cl (2.86, -3.40, -0.68)
C (4.50, -2.76, -0.67)
Cl (5.18, -2.69, -2.30)
H (4.49, -1.76, -0.25)
H (5.13, -3.41, -0.05)
Cl (-0.94, 1.88, 3.66)
C (-0.04, 2.27, 5.13)
Cl (0.75, 3.85, 5.03)
H (-0.74, 2.28, 5.97)
H (0.72, 1.51, 5.29)
Cl (-8.09, -4.26, -1.94)
C (-6.36, -4.25, -2.30)
Cl (-5.50, -5.47, -1.36)
H (-6.22, -4.46, -3.36)
H (-5.96, -3.27, -2.07)

Results
LUMO energy ... -1.33 eV
SMILES ... C#CCO[P@@](=O)(OCCO)ON=C=S.ClCCl.ClCCl.ClCCl.ClCCl
Electronic energy ... -5242.47271 Ha

Löwdin atomic charge list, values in e, 4 entries: -0.042, -0.065, -0.197, -0.209


This record from OMol25 describes a structure of composition C3H2Cl2GaHoO4 in a non-equilibrium geometry. The level of theory is the ωB97M-V functional and the def2-TZVPD basis.

Positions of all 13 atoms, in Å:
Ga (0.19, -1.52, -3.78)
Ho (-1.78, 0.69, 0.43)
Cl (-1.73, -2.50, -3.47)
Cl (-1.87, 3.05, 0.67)
C (0.36, 0.99, -0.31)
C (1.23, -2.72, -4.99)
C (0.23, 0.37, -3.41)
O (1.42, 1.29, -0.69)
O (1.66, -3.60, -5.62)
O (0.24, 1.51, -3.15)
O (-1.23, 0.16, 2.51)
H (-1.32, 0.74, 3.30)
H (-0.79, -0.66, 2.80)

Results
ΔE to the lowest compared entry with this formula, charge and spin ... 0.0000 eV
LUMO energy (alpha / beta) ... -18.80 / -18.80 eV
Expectation value of S² ... 6.005
Multiplicity ... 5
Electronic energy ... -4207.84047 Ha
Charge ... +4

Löwdin atomic charge list, values in e, 4 entries: 0.585, 1.467, 0.449, 0.181


This record from OMol25 describes the ion C5H12N3 with charge +1 in a non-equilibrium geometry. The level of theory is the ωB97M-V functional and the def2-TZVPD basis.

Positions of all 20 atoms, in Å:
H (-3.71, -0.27, 1.26)
N (-2.98, -0.28, 0.46)
N (-1.88, 0.19, 0.63)
C (-0.87, -0.02, -0.56)
C (-1.22, -0.58, -1.69)
N (0.36, 0.67, -0.23)
C (0.22, 1.92, 0.49)
C (1.33, -0.18, 0.57)
C (1.53, -1.63, 0.11)
H (-0.56, -0.68, -2.47)
H (-1.99, -1.25, -1.64)
H (0.89, 0.94, -1.08)
H (1.19, 2.30, 0.69)
H (-0.25, 2.57, -0.18)
H (-0.12, 1.82, 1.47)
H (2.23, 0.51, 0.46)
H (1.17, -0.10, 1.58)
H (1.87, -1.69, -0.91)
H (2.27, -2.15, 0.84)
H (0.53, -2.07, 0.22)

Results
ΔE to the lowest compared entry with this formula, charge and spin ... 4.6637 eV
LUMO energy ... -4.04 eV
SMILES ... [H]/N=N/C(=C)[N@@H+](C)CC
Electronic energy ... -361.59673 Ha
Charge ... +1

Löwdin atomic charge list, values in e, 4 entries: 0.132, 0.079, 0.010, -0.242


This record from OMol25 describes an isolated molecule of C4H9NO in a non-equilibrium geometry. The level of theory is the ωB97M-V functional and the def2-TZVPD basis.

Positions of all 15 atoms, in Å:
C (2.10, -0.06, -0.17)
N (0.71, 0.89, -0.22)
O (0.16, 0.98, 1.10)
C (-0.51, 0.24, 0.13)
C (-1.62, 0.98, -0.58)
C (-0.55, -1.16, 0.60)
H (2.75, 0.60, -0.65)
H (2.43, -0.17, 0.90)
H (1.88, -1.03, -0.76)
H (-2.54, 1.08, 0.08)
H (-1.87, 0.48, -1.63)
H (-1.26, 1.91, -0.86)
H (0.48, -1.72, 0.32)
H (-1.28, -1.89, 0.11)
H (-0.88, -1.12, 1.65)

Results
ΔE to the lowest compared entry with this formula, charge and spin ... 4.7035 eV
LUMO energy ... 1.01 eV
SMILES ... CN1OC1(C)C
Electronic energy ... -287.65960 Ha

Löwdin atomic charge list, values in e, 4 entries: -0.003, -0.013, -0.042, -0.648